Record 1
Here is a cluster of 3 separate species, C5H15NO2 in total at a distorted geometry from OMol25. Energies are from ωB97M-V/def2-TZVPD.

Values from the calculation:
- HOMO-LUMO gap (eV) = 9.52
- HOMO level (eV) = -8.905
- SMILES string = CN1CCCC1.O.O

```
23
Properties=species:S:1:pos:R:3:forces:R:3:nbo_charge:R:1
C 1.604 -1.875 0.586 -0.85 0.30 -1.26 -0.4157
N 0.771 -0.744 -0.004 1.53 -1.61 1.36 -0.4324
C 0.222 -0.030 1.171 -0.13 0.05 -0.20 -0.2315
C -1.117 -0.679 1.487 -1.22 0.70 0.93 -0.4412
C -1.580 -1.370 0.206 -0.78 -0.19 0.44 -0.4331
C -0.322 -1.410 -0.716 -1.90 0.82 0.15 -0.2373
H 0.910 -2.704 0.709 0.17 -0.43 0.56 0.1682
H 2.330 -2.206 -0.154 0.28 0.10 0.16 0.1982
H 2.050 -1.622 1.540 0.26 0.13 -0.15 0.1982
H 0.868 -0.103 2.046 0.28 -0.03 -0.26 0.1982
H 0.198 1.030 0.930 -0.58 0.15 -0.03 0.1952
H -1.137 -1.369 2.336 0.90 -0.39 -0.28 0.2069
H -1.829 0.037 1.923 -0.02 0.29 -0.73 0.2165
H -2.469 -0.923 -0.248 0.43 0.57 -0.18 0.2100
H -2.005 -2.339 0.486 0.59 -0.28 -0.23 0.2069
H -0.583 -0.905 -1.647 0.29 0.08 -0.05 0.1952
H -0.174 -2.453 -0.936 0.80 -0.26 -0.29 0.1978
O -4.223 5.269 0.108 -0.10 0.02 0.08 -0.9402
H -3.635 4.507 0.112 0.02 0.14 -0.13 0.4699
H -3.950 5.830 -0.625 0.08 -0.16 0.05 0.4703
O 4.562 -0.168 -2.318 -0.76 -0.31 -0.17 -0.9277
H 3.612 -0.313 -2.191 0.13 0.36 0.52 0.4674
H 4.661 -0.656 -3.138 0.59 -0.05 -0.31 0.4601
```
Positions in Å, forces in eV/Å.

Record 2
Here is a cluster of 3 separate species, C5H15NO2 in total at a distorted geometry from OMol25. Energies are from ωB97M-V/def2-TZVPD.

Values from the calculation:
- HOMO-LUMO gap (eV) = 8.20
- HOMO level (eV) = -7.437
- SMILES string = C=C(CC)NC.O.O

```
23
Properties=species:S:1:pos:R:3:forces:R:3:nbo_charge:R:1
C -0.624 -0.196 1.383 -0.95 -0.13 0.35 -0.5478
C -0.021 -0.967 0.459 -1.33 1.27 1.69 0.2013
C -0.790 -1.346 -0.791 0.08 1.16 -1.51 -0.4496
C -1.902 -0.257 -1.116 1.24 -0.40 1.21 -0.5996
N 1.322 -1.195 0.538 0.85 -2.12 -1.31 -0.5998
C 2.004 -2.159 -0.298 1.43 0.44 -1.95 -0.4347
H -0.262 0.318 2.259 1.09 -0.38 0.08 0.1929
H -1.687 -0.036 1.375 -0.24 -0.04 -0.59 0.1950
H -0.050 -1.086 -1.603 -0.64 -1.14 0.46 0.2106
H -1.158 -2.388 -0.828 0.47 0.43 -0.06 0.2191
H -2.748 -0.332 -0.415 0.51 0.43 0.06 0.1982
H -1.250 0.659 -0.965 -1.81 -0.67 -0.45 0.2417
H -2.397 -0.325 -2.094 0.81 -0.12 -0.06 0.1993
H 1.866 -1.085 1.373 -0.76 0.48 0.52 0.3908
H 3.035 -1.815 -0.247 0.28 -0.20 -0.45 0.1967
H 1.720 -2.178 -1.362 -0.11 1.13 0.22 0.1979
H 2.097 -3.246 -0.258 -0.81 -0.45 1.88 0.1838
O 3.460 3.243 2.522 -0.39 -0.05 0.33 -0.9337
H 3.517 3.015 3.459 0.15 0.04 -0.18 0.4654
H 2.508 3.356 2.389 0.24 -0.01 -0.15 0.4684
O -2.641 2.444 -1.727 -0.11 0.23 -0.08 -0.9365
H -3.274 2.178 -2.404 0.07 0.12 0.08 0.4699
H -2.724 3.399 -1.649 -0.08 -0.02 -0.08 0.4709
```
Positions in Å, forces in eV/Å.

Record 3
Here is a cluster of 2 separate species, C5H15NO2 in total at a distorted geometry from OMol25. Energies are from ωB97M-V/def2-TZVPD.

Values from the calculation:
- HOMO-LUMO gap (eV) = 8.84
- HOMO level (eV) = -8.282
- SMILES string = CCN(C)CCO.O

```
23
Properties=species:S:1:pos:R:3:forces:R:3:nbo_charge:R:1
C 0.920 -2.156 -0.093 0.39 1.54 -1.08 -0.6201
C -0.371 -1.257 -0.426 2.15 -2.55 0.62 -0.2183
N 0.011 0.008 -0.990 -1.67 1.16 0.25 -0.4684
C -0.480 0.242 -2.347 -0.41 0.75 -0.46 -0.4034
C -0.204 1.141 -0.046 2.07 0.72 -1.45 -0.2535
C 1.246 1.721 0.255 -1.63 -0.05 1.12 -0.0539
O 1.262 2.351 1.531 -0.87 0.59 0.85 -0.7369
H 1.395 -1.949 0.879 -0.46 0.24 -0.19 0.1961
H 1.673 -1.849 -0.854 -0.32 -0.64 0.38 0.2104
H 0.728 -3.213 -0.126 -0.17 -0.50 -0.20 0.1995
H -0.794 -1.277 0.558 -1.02 1.06 0.36 0.1940
H -1.012 -1.871 -1.066 0.01 0.35 -0.22 0.1842
H 0.281 0.104 -3.107 0.34 -0.62 -0.07 0.1905
H -1.367 -0.376 -2.627 0.48 0.43 0.28 0.1805
H -0.713 1.319 -2.512 -0.23 -0.67 0.45 0.1948
H -0.730 2.031 -0.474 0.03 -0.97 -0.14 0.1847
H -0.795 0.845 0.807 0.28 -0.30 0.60 0.2128
H 1.414 2.502 -0.504 0.51 -0.55 0.03 0.1611
H 2.034 0.968 0.358 -0.31 -0.07 -0.89 0.1783
H 0.362 2.315 1.913 0.84 0.10 -0.36 0.4615
O -1.760 -0.267 2.708 -0.03 -0.12 0.05 -0.9427
H -1.195 -0.110 3.471 -0.01 -0.06 0.01 0.4746
H -1.906 -1.221 2.691 0.01 0.17 0.06 0.4742
```
Positions in Å, forces in eV/Å.

Record 4
Here is a cluster of 2 separate species, C5H15NO2 in total at a distorted geometry from OMol25. Energies are from ωB97M-V/def2-TZVPD.

Values from the calculation:
- HOMO-LUMO gap (eV) = 9.53
- HOMO level (eV) = -8.687
- SMILES string = CC(C)CNCO.O

```
23
Properties=species:S:1:pos:R:3:forces:R:3:nbo_charge:R:1
C -1.028 -1.195 -1.692 1.55 1.46 -1.29 -0.6100
C -1.158 0.020 -0.815 -0.61 -0.56 3.47 -0.2327
C -0.025 1.009 -0.894 1.17 -0.27 -1.40 -0.6180
C -1.182 -0.472 0.723 0.00 -2.12 -0.10 -0.2239
N 0.063 -0.626 1.505 -1.00 1.11 -0.26 -0.6553
C 0.403 0.302 2.521 -0.64 -0.34 1.29 0.0988
O 0.612 1.662 2.128 0.50 0.00 -0.76 -0.7627
H -0.775 -0.765 -2.682 -0.50 -0.63 -0.07 0.2015
H -1.915 -1.790 -1.730 -0.36 -0.49 -0.02 0.2148
H -0.117 -1.749 -1.440 -0.35 -0.25 0.23 0.2096
H -2.196 0.411 -0.793 0.71 0.42 -1.05 0.2064
H 0.953 0.502 -0.823 -0.84 -0.31 0.75 0.1811
H -0.024 1.715 -0.107 -0.18 0.74 0.76 0.2449
H 0.172 1.531 -1.830 -0.93 0.23 -0.41 0.1986
H -2.014 -0.039 1.275 0.66 1.03 0.42 0.1986
H -1.584 -1.504 0.744 0.11 0.08 -0.71 0.1858
H 0.810 -1.091 1.027 0.22 0.11 -0.14 0.3813
H 1.283 -0.092 3.050 0.05 0.24 -0.35 0.1654
H -0.405 0.295 3.283 0.19 0.07 -0.39 0.1400
H 0.190 2.309 2.697 -0.16 -0.38 0.25 0.4756
O 2.832 -0.428 -1.779 -0.67 1.22 -0.57 -0.9254
H 2.311 0.392 -1.622 0.72 -0.78 0.37 0.4622
H 2.793 -0.396 -2.745 0.36 -0.56 -0.01 0.4633
```
Positions in Å, forces in eV/Å.

Record 5
Here is a cluster of 2 separate species, C5H15NO2 in total at a distorted geometry from OMol25. Energies are from ωB97M-V/def2-TZVPD.

Values from the calculation:
- HOMO-LUMO gap (eV) = 10.44
- HOMO level (eV) = -9.758
- SMILES string = CNCCCCO.O

```
23
Properties=species:S:1:pos:R:3:forces:R:3:nbo_charge:R:1
C -1.628 -1.080 -0.679 -1.19 -1.24 -1.56 -0.4594
N -0.260 -1.624 -0.610 -1.49 1.89 -0.08 -0.6393
C 0.671 -0.485 -0.829 0.97 -2.96 -0.69 -0.2170
C 0.585 0.794 -0.082 -2.77 2.23 -3.39 -0.4507
C 0.074 0.773 1.285 1.13 -0.12 3.02 -0.4374
C 0.953 1.522 2.410 -5.43 1.21 1.74 -0.0402
O 0.735 2.990 2.515 -1.34 -0.65 -0.17 -0.7456
H -1.877 -0.141 -0.226 0.58 0.84 0.16 0.1812
H -2.036 -1.094 -1.728 0.78 0.52 0.62 0.2005
H -2.352 -1.727 -0.239 -0.24 -1.00 0.72 0.2087
H -0.158 -2.154 0.238 0.40 0.18 0.35 0.3694
H 0.618 -0.432 -1.919 0.18 1.00 0.04 0.1918
H 1.634 -0.909 -0.646 0.99 -0.46 0.11 0.1938
H -0.080 1.450 -0.768 0.16 -0.81 1.30 0.1970
H 1.410 1.417 -0.250 2.10 0.26 0.26 0.2361
H -0.959 1.075 1.263 -0.33 0.63 0.63 0.2170
H 0.003 -0.265 1.637 0.19 0.00 0.03 0.2037
H 1.959 1.459 2.372 3.30 -0.53 -1.00 0.1816
H 0.711 1.143 3.466 -0.03 0.00 -1.56 0.1599
H -0.202 3.212 2.808 1.80 -0.85 -0.61 0.4663
O -0.712 -2.571 -3.530 -1.22 -1.39 4.66 -0.9483
H -0.285 -1.801 -3.761 1.58 2.68 -1.72 0.4469
H -0.676 -2.355 -2.482 -0.12 -1.42 -2.86 0.4839
```
Positions in Å, forces in eV/Å.

Record 6
Here is a cluster of 2 separate species, C5H15NOS in total at a distorted geometry from OMol25. Energies are from ωB97M-V/def2-TZVPD.

Values from the calculation:
- HOMO-LUMO gap (eV) = 8.83
- HOMO level (eV) = -8.381
- SMILES string = CCCNCCS.O

```
23
Properties=species:S:1:pos:R:3:forces:R:3:nbo_charge:R:1
C 1.721 1.299 2.560 1.31 -0.29 -0.55 -0.6074
C 0.431 0.746 2.006 -0.85 0.09 0.53 -0.4353
C -0.258 1.765 1.100 0.26 0.37 -1.31 -0.2042
N -0.992 1.278 -0.087 -0.40 1.01 1.56 -0.6464
C -0.288 0.507 -1.057 -0.69 -1.43 -0.57 -0.2135
C -0.372 -1.047 -0.975 1.67 0.77 0.82 -0.5599
S -1.862 -1.842 -1.535 -0.58 0.17 -0.23 -0.0312
H 2.491 1.331 1.777 -0.22 0.00 -0.14 0.2022
H 1.666 2.332 2.904 -0.36 -0.10 0.31 0.2052
H 2.181 0.661 3.317 -0.30 0.13 0.28 0.2087
H 0.539 -0.185 1.464 0.58 -0.05 -0.13 0.2111
H -0.227 0.471 2.841 -0.09 0.17 -0.07 0.1940
H 0.489 2.455 0.686 0.19 -0.07 0.26 0.1748
H -0.953 2.402 1.649 0.01 -0.07 0.12 0.1961
H -1.894 1.009 0.275 -0.19 -0.72 -0.90 0.3646
H 0.751 0.773 -0.995 0.45 0.10 0.22 0.2037
H -0.570 0.714 -2.097 -0.33 0.49 0.11 0.1818
H 0.507 -1.392 -1.519 -0.33 -0.28 -0.42 0.2287
H -0.126 -1.346 0.044 -0.38 -0.10 0.09 0.2055
H -2.578 -0.711 -1.670 -0.03 -0.18 -0.01 0.1157
O 2.547 -0.637 -0.452 0.45 -0.18 0.16 -0.9396
H 3.315 -1.108 -0.110 -0.13 -0.14 0.17 0.4752
H 2.947 -0.064 -1.107 -0.04 0.29 -0.29 0.4703
```
Positions in Å, forces in eV/Å.

Record 7
Here is the ion C5H15NP with charge +1 at a distorted geometry from OMol25. Energies are from ωB97M-V/def2-TZVPD.

Values from the calculation:
- HOMO-LUMO gap (eV) = 10.69
- HOMO level (eV) = -13.505
- SMILES string = CCP(C)(C)=[NH+]C
- charge = +1

```
22
Properties=species:S:1:pos:R:3:forces:R:3:nbo_charge:R:1
C -1.610 0.175 -1.789 -0.49 -0.43 -0.54 -0.6206
C -0.490 0.778 -0.995 -0.70 2.30 0.00 -0.8034
P 0.017 0.216 0.611 4.49 -0.76 -0.37 1.6829
C 0.750 1.659 1.643 -1.19 -0.85 -1.17 -0.8856
C -1.278 -0.814 1.295 2.42 -2.08 -0.61 -0.9828
N 1.468 -0.683 0.068 -2.98 1.37 1.42 -0.9093
C 1.163 -1.909 -0.691 0.06 2.83 -2.08 -0.4127
H -1.602 0.639 -2.756 0.28 0.17 -0.65 0.2469
H -1.309 -0.826 -1.910 -0.16 -1.56 -0.69 0.2069
H -2.684 0.176 -1.569 0.48 0.35 1.11 0.2433
H -0.688 1.831 -0.896 -0.39 0.83 0.46 0.2627
H 0.410 0.861 -1.603 0.16 -0.65 0.06 0.2853
H 1.095 2.322 0.845 0.28 -0.04 0.17 0.2631
H 1.574 1.337 2.287 -0.33 -0.08 -0.18 0.2746
H -0.023 2.220 2.189 0.21 -0.49 -0.06 0.2729
H -1.226 -1.857 0.765 -0.69 2.11 1.15 0.2911
H -2.113 -0.225 1.200 -2.66 0.89 -1.06 0.2648
H -1.215 -0.874 2.354 0.64 -0.62 1.00 0.2806
H 2.327 -0.554 0.547 0.55 -0.18 0.52 0.4150
H 1.462 -1.695 -1.783 -1.05 -0.31 1.25 0.2067
H 1.836 -2.690 -0.465 -0.10 -1.33 1.00 0.2367
H 0.058 -1.961 -0.559 1.16 -1.45 -0.71 0.1809
```
Positions in Å, forces in eV/Å.

Record 8
Here is a cluster of 2 separate species, C5H15NS in total at a distorted geometry from OMol25. Energies are from ωB97M-V/def2-TZVPD.

Values from the calculation:
- HOMO-LUMO gap (spin up / spin down) (eV) = 2.36 / 8.41
- spin multiplicity = 2
- HOMO level (spin up / spin down) (eV) = 1.098 / -4.987
- charge = -1

```
22
Properties=species:S:1:pos:R:3:forces:R:3:mulliken_spin:R:1
C -1.932 -0.820 0.183 -0.85 0.14 -0.51 1.7810
C -0.815 -1.790 0.469 0.45 0.00 0.75 -0.0740
C -0.917 -2.407 1.876 0.00 1.04 -0.27 0.0711
N -1.710 -0.076 -1.071 0.25 -0.77 0.47 -0.5259
H -2.907 -1.329 0.141 0.12 -0.08 0.18 -0.4730
H -1.996 -0.077 0.985 0.06 -0.12 0.01 0.2137
H 0.105 -1.202 0.445 0.22 -0.19 -0.20 0.4473
H -0.729 -2.602 -0.256 -0.11 0.23 -0.24 -0.1749
H -0.964 -1.584 2.600 -0.14 -0.16 0.02 -0.0587
H -1.830 -2.993 1.961 0.16 -0.29 0.19 -0.1873
H -0.003 -2.949 2.116 -0.21 -0.43 -0.03 0.0691
H -0.370 0.819 -0.771 0.10 0.98 -0.41 0.0142
H -1.576 -0.760 -1.819 -0.21 0.18 -0.17 -0.1174
H -2.540 0.487 -1.301 0.07 -0.06 -0.04 -0.3112
C 2.712 0.219 -0.335 0.02 -0.60 -0.44 0.0440
C 1.800 1.232 0.323 -0.11 0.22 -0.03 0.2760
S 0.503 1.983 -0.726 0.21 -0.78 0.20 0.0262
H 3.251 0.602 -1.204 0.05 0.22 0.18 -0.0604
H 2.155 -0.645 -0.716 -0.13 0.16 0.10 0.0340
H 3.420 -0.188 0.398 0.09 0.16 -0.08 -0.0135
H 2.393 2.066 0.708 -0.06 -0.11 0.16 -0.0232
H 1.308 0.727 1.156 0.02 0.25 0.16 0.0430
```
Positions in Å, forces in eV/Å.

Taking the records one at a time from the top gives relative energy (zero: lowest compared OMol25 entry of this formula, charge and spin) values of 1.827, 2.750, 2.376, 1.960, 2.940, 1.012, 0.227, 0.337 eV.